Entry 1:
Density functional theory data (ωB97M-V/def2-TZVPD) for a gas-phase ion, C4H7N2 (charge +1) at a distorted geometry.

Positions of all 13 atoms, in Å:
C (-0.448, 0.631, -1.284)
C (-1.299, 0.311, -0.279)
C (0.926, 0.212, -0.926)
C (0.821, -0.252, 0.540)
N (-1.083, -0.692, 1.793)
N (-0.610, -0.163, 0.809)
H (-0.699, 1.020, -2.198)
H (-2.340, 0.323, -0.054)
H (1.218, -0.424, -1.718)
H (1.668, 0.917, -0.966)
H (1.095, -1.297, 0.444)
H (1.260, 0.449, 1.300)
H (-0.509, -1.035, 2.539)

Properties
**HOMO level**: -15.31 eV
**Energy relative to the best compared isomer or geometry (same formula, charge and spin)**: 88.6 kcal per mole
**E**: -265.76721 Eh
**Total charge**: +1
**SMILES string**: [H]/N=[N+]1/C=CCC1

Charge distribution, natural (NBO) scheme, values in e: C 0.020; C -0.096; C -0.475; C -0.279; N -0.197; N 0.062; H 0.250; H 0.268; H 0.268; H 0.261; H 0.269; H 0.268; H 0.381

=====

Entry 2:
Density functional theory data (ωB97M-V/def2-TZVPD) for 2 unconnected molecules or ions with the total composition C4H7N2 at a distorted geometry.

Positions of all 13 atoms, in Å:
C (-0.427, -1.712, 0.159)
C (0.375, 3.048, 0.193)
C (-0.567, 2.387, 0.419)
C (0.583, -0.930, 0.137)
N (-1.262, -1.950, -0.769)
N (1.618, -0.289, 0.302)
H (-0.579, -2.354, 0.937)
H (1.192, 3.612, -0.168)
H (-1.604, -1.279, -1.513)
H (-1.474, 2.021, 0.109)
H (-2.165, -2.453, -0.694)
H (2.515, -0.470, -0.158)
H (1.796, 0.370, 1.047)

Properties
**HOMO level**: -13.96 eV
**Energy relative to the best compared isomer or geometry (same formula, charge and spin)**: 141.1 kcal per mole
**E**: -265.68360 Eh
**Total charge**: +1

Charge distribution, natural (NBO) scheme, values in e: C -0.025; C -0.196; C -0.276; C 0.365; N -0.734; N -0.581; H 0.277; H 0.244; H 0.415; H 0.229; H 0.428; H 0.422; H 0.432

=====

Entry 3:
Density functional theory data (ωB97M-V/def2-TZVPD) for a molecular structure, C4H7N2 at a distorted geometry.

Positions of all 13 atoms, in Å:
C (1.125, 0.848, -0.328)
C (-0.427, 0.915, -0.265)
C (-0.992, -0.495, 0.044)
C (0.622, -0.327, -1.060)
N (-0.966, 0.532, 0.951)
N (0.158, -1.381, -0.011)
H (1.548, 1.712, -0.869)
H (1.756, 0.767, 0.545)
H (-1.029, 1.686, -0.885)
H (-1.912, -0.753, -0.358)
H (-0.440, 0.443, 1.754)
H (0.444, -1.653, 0.987)
H (0.114, -2.294, -0.505)

Properties
**Multiplicity**: 3
**HOMO level (alpha / beta)**: -10.71 / -15.08 eV
**Energy relative to the best compared isomer or geometry (same formula, charge and spin)**: 124.3 kcal per mole
**E**: -265.52646 Eh
**Total charge**: +1
**⟨S²⟩**: 2.007

Charge distribution, natural (NBO) scheme, values in e: C -0.554; C -0.020; C 0.071; C 0.301; N -0.543; N -0.653; H 0.297; H 0.259; H 0.281; H 0.242; H 0.383; H 0.465; H 0.471

=====

Entry 4:
Density functional theory data (ωB97M-V/def2-TZVPD) for a gas-phase ion, C4H7N2O (charge +1) at a distorted geometry.

Positions of all 14 atoms, in Å:
C (-1.106, 1.492, 0.808)
C (-0.864, -0.676, 1.852)
C (-0.421, 1.105, -0.264)
C (0.488, 1.356, -1.366)
N (-0.171, -1.018, 0.894)
N (0.066, -2.240, 0.571)
O (-1.287, 0.652, 1.855)
H (-1.430, 2.522, 1.014)
H (-1.102, -1.088, 2.893)
H (1.510, 1.376, -1.020)
H (0.264, 0.698, -2.287)
H (0.331, 2.278, -1.918)
H (0.837, -2.489, -0.153)
H (-0.061, -2.991, 1.363)

Properties
**HOMO level (alpha / beta)**: -13.27 / -13.27 eV
**Energy relative to the best compared isomer or geometry (same formula, charge and spin)**: 133.7 kcal per mole
**E**: -340.92322 Eh
**Total charge**: +1

Charge distribution, natural (NBO) scheme, values in e: C 0.049; C 0.310; C 0.399; C -0.788; N -0.198; N -0.603; O -0.432; H 0.300; H 0.240; H 0.278; H 0.293; H 0.342; H 0.418; H 0.392

=====

Number 2 is which compound?
C4H7N2